[1]
Entry from OMol25: a structure of composition C5H7NO2 at a distorted geometry (ωB97M-V/def2-TZVPD).

2S+1	1
gap between HOMO and LUMO	7.8	eV
DFT total energy	-10873.1734	eV
HOMO level	-0.30890	hartree

Atoms and positions in Å:
C: -0.127894 -1.032626 0.246085
H: 1.592604 -1.898891 -0.985204
C: -0.935623 -0.087674 -0.587885
H: 2.099869 -0.166585 -0.124446
C: -0.272949 0.442592 0.640688
C: 0.872814 1.323326 0.390937
H: 2.603780 2.632051 -0.132116
C: 1.912413 1.838930 0.099355
H: -0.413688 -1.969544 0.792304
N: 1.133682 -0.950280 -0.634296
O: -0.842459 0.616017 1.884561
O: -2.257083 -0.092167 -0.404662
H: -0.540136 0.294414 -1.549047
H: -1.900846 -0.221792 1.836927
H: -2.924484 -0.727770 -1.473202

Atoms 1-2, force components in eV/Å:
4.427 0.473 -3.506
-1.485 2.445 1.423

Need the Mulliken charges? In units of e they are:
1 C -0.275
2 H 0.198
3 C 0.026
4 H 0.211
5 C 1.002
6 C -0.705
7 H 0.404
8 C -0.282
9 H 0.284
10 N -0.617
11 O -0.706
12 O -0.696
13 H 0.388
14 H 0.406
15 H 0.359

=====

[2]
Entry from OMol25: a cluster of 2 separate species, C5H7NO2 in total at a distorted geometry (ωB97M-V/def2-TZVPD).

2S+1	1
gap between HOMO and LUMO	9.4	eV
DFT total energy	-10881.4928	eV
HOMO level	-0.32046	hartree

Atoms and positions in Å:
C: -1.748875 1.990074 -0.718797
O: 1.827046 0.549724 2.164540
H: -2.854101 1.968302 -0.945178
C: 1.532341 -0.479555 -0.032366
H: -1.248364 2.366542 -1.599780
H: 0.500786 -2.116860 -0.909701
H: 1.969451 -0.157722 -0.933292
O: -1.189229 -0.887827 1.350977
N: -1.329736 0.754582 -0.296143
C: -1.325556 -0.036706 0.553006
C: 1.214528 -1.954064 -0.201847
C: 1.627452 0.121029 1.098138
H: 2.093027 -2.522712 -0.353016
H: -1.672187 2.741904 0.157678
H: 0.603413 -2.336707 0.665780

Atoms 1-2, force components in eV/Å:
-2.410 2.916 1.158
-0.601 0.317 -0.379

Need the Mulliken charges? In units of e they are:
1 C -0.748
2 O -0.420
3 H 0.290
4 C -0.681
5 H 0.240
6 H 0.365
7 H 0.343
8 O -0.521
9 N -0.131
10 C 0.600
11 C -1.107
12 C 0.828
13 H 0.349
14 H 0.293
15 H 0.301

=====

[3]
Entry from OMol25: the molecule C5H7NO2 at a distorted geometry (ωB97M-V/def2-TZVPD).

2S+1	1
gap between HOMO and LUMO	10.5	eV
DFT total energy	-10879.2853	eV
HOMO level	-0.36395	hartree

Atoms and positions in Å:
H: 0.253644 1.730565 0.984059
O: -0.486318 3.393002 -0.670784
H: 1.650437 -2.364095 -0.918858
N: 0.096329 0.111927 -0.450926
C: -0.300166 1.256145 0.213374
H: 1.567911 -2.446202 1.103626
C: -1.156995 -0.046049 0.365753
H: -1.077705 -0.538370 1.358674
O: 2.184390 0.061574 0.073570
H: -1.438843 1.807640 -1.604016
H: -0.318655 -2.359903 0.172986
C: -0.792069 2.227953 -0.820156
H: -2.304752 -0.225409 0.106117
C: 0.966244 -2.085495 0.192084
C: 1.156549 -0.523282 -0.105501

Atoms 1-2, force components in eV/Å:
0.576 -0.109 0.767
-0.660 -0.711 -1.036

Need the Mulliken charges? In units of e they are:
1 H 0.380
2 O -0.480
3 H 0.236
4 N -0.136
5 C 0.178
6 H 0.275
7 C -0.764
8 H 0.430
9 O -0.577
10 H 0.334
11 H 0.277
12 C -0.175
13 H 0.206
14 C -0.684
15 C 0.500

=====

[4]
Entry from OMol25: a cluster of 2 separate species, C5H7NO2 in total at a distorted geometry (ωB97M-V/def2-TZVPD).

2S+1	1
gap between HOMO and LUMO	9.5	eV
DFT total energy	-10876.9109	eV
HOMO level	-0.35071	hartree

Atoms and positions in Å:
H: -1.345971 1.767303 1.713425
H: 0.598416 -2.018792 -1.378294
C: 0.148069 -1.482323 -0.385516
O: 0.973798 1.720267 -0.505492
C: -0.426102 -0.175394 -0.843702
H: 0.941221 2.706232 0.358315
C: -0.985041 1.143950 0.773298
O: -1.829775 -0.282904 -0.849427
H: 2.071764 -0.637019 0.292985
H: 1.062760 -0.892965 1.738966
H: 0.093289 -0.072023 -1.779252
C: 1.066207 -0.622607 0.655411
C: 0.293973 0.661953 0.119322
N: -2.048993 0.486643 0.297664
H: -0.613614 -2.302320 -0.207702

Atoms 1-2, force components in eV/Å:
1.511 -1.227 -1.971
0.116 1.259 2.670

Need the Mulliken charges? In units of e they are:
1 H 0.313
2 H 0.208
3 C -0.689
4 O -0.639
5 C -0.191
6 H 0.394
7 C -0.630
8 O -0.254
9 H 0.279
10 H 0.271
11 H 0.383
12 C -0.760
13 C 1.397
14 N -0.353
15 H 0.272

=====

[5]
Entry from OMol25: the molecule C5H7NO2S at a distorted geometry (ωB97M-V/def2-TZVPD).

2S+1	1
gap between HOMO and LUMO	9.5	eV
DFT total energy	-21716.4201	eV
HOMO level	-0.33165	hartree

Atoms and positions in Å:
H: -1.943750 0.622195 0.825738
C: -1.208632 1.083127 0.130432
H: 2.380139 -0.250593 2.163188
C: 1.005290 -0.155592 0.396502
C: 0.133652 -2.125577 -1.421045
O: -1.367754 -0.418155 -2.155254
H: -0.498042 -2.998055 -1.244009
S: 1.415289 -2.214994 -0.077322
N: -0.267970 -0.045239 -0.226049
H: 0.715840 -2.169745 -2.371073
O: 2.108707 0.745718 0.305148
H: -0.616421 2.026674 0.492194
C: -0.517601 -0.773219 -1.388831
H: 1.252405 1.142983 2.180737
H: -1.675534 1.411858 -0.787310
C: 1.608967 0.274265 1.595993

Atoms 1-2, force components in eV/Å:
0.465 0.967 -0.233
1.726 0.318 0.253

Need the Mulliken charges? In units of e they are:
1 H 0.279
2 C -0.947
3 H 0.240
4 C 0.399
5 C -0.407
6 O -0.575
7 H 0.342
8 S -0.209
9 N 0.023
10 H 0.279
11 O -0.403
12 H 0.329
13 C 0.413
14 H 0.210
15 H 0.362
16 C -0.336

=====

[6]
Entry from OMol25: a cluster of 2 separate species, C5H7NO3 in total at a distorted geometry (ωB97M-V/def2-TZVPD).

2S+1	1
gap between HOMO and LUMO (alpha / beta)	10.3 / 8.3	eV
DFT total energy	-12926.2912	eV
HOMO level (alpha / beta)	-0.36900 / -0.29265	hartree

Atoms and positions in Å:
C: 0.879104 -0.700839 0.901942
N: -1.327620 -0.253758 -0.065176
H: 1.819484 -0.196834 0.899573
H: 1.044714 -1.780528 0.851173
C: 0.255261 1.379547 -0.662981
C: -1.968051 -1.414972 -0.087360
O: -2.968200 1.220514 0.469992
H: 1.162374 1.611828 -0.254196
H: 0.301422 -0.596329 1.951726
C: -1.857526 1.059544 0.110103
O: -1.795171 -2.538018 -0.399668
O: -0.893914 1.983758 -0.143867
H: 0.342775 1.477525 -1.773421
C: 0.132787 -0.128731 -0.331113
H: -4.520926 -0.975122 1.242865
H: 0.337904 -0.645104 -1.206327

Atoms 1-2, force components in eV/Å:
-1.488 0.166 1.377
2.484 0.937 -1.135

Need the Mulliken charges? In units of e they are:
1 C -1.190
2 N 0.101
3 H 0.363
4 H 0.355
5 C -0.548
6 C 0.205
7 O -0.444
8 H 0.412
9 H 0.273
10 C 0.429
11 O -0.369
12 O -0.325
13 H 0.276
14 C -0.028
15 H 0.018
16 H 0.473